1.
A structure of composition C18H34N6O11P2Ti at a distorted geometry, computed with ωB97M-V/def2-TZVPD.

The geometry in XYZ format:
```
72
Properties=species:S:1:pos:R:3
Ti -1.325 0.853 -0.515
O -4.656 1.309 -2.826
P -3.547 2.098 -1.976
O -3.935 3.489 -1.786
O -3.208 1.209 -0.762
O -2.216 1.989 -2.978
P -1.565 0.565 -3.402
O -2.687 -0.032 -4.428
O -0.303 0.715 -4.153
O -1.692 -0.330 -2.183
H -4.299 0.524 -3.265
H -2.467 0.272 -5.315
N -0.613 -3.016 -1.914
C 0.731 -2.431 -1.920
C 1.703 -3.539 -2.310
C 3.197 -3.224 -2.478
C 3.528 -1.868 -3.123
N 3.712 -0.843 -2.098
C 3.009 0.280 -1.946
N 3.081 0.901 -0.761
N 2.318 0.840 -2.942
C 0.976 -1.712 -0.578
O 1.939 -2.059 0.133
O 0.235 -0.711 -0.365
H -0.805 -3.405 -2.833
H -1.274 -2.253 -1.810
H 0.797 -1.626 -2.674
H 1.345 -3.918 -3.275
H 1.581 -4.352 -1.592
H 3.627 -4.009 -3.104
H 3.692 -3.275 -1.507
H 2.735 -1.580 -3.815
H 4.458 -1.940 -3.689
H 3.959 -1.246 -1.202
H 3.234 0.286 0.030
H 2.322 1.555 -0.597
H 2.162 0.285 -3.767
H 1.479 1.363 -2.680
O -1.214 2.707 -0.224
N -0.227 2.928 -1.079
O 0.131 1.671 -1.458
C 0.089 1.583 6.049
C 0.273 1.688 4.555
C 1.329 2.416 4.023
C 1.502 2.452 2.644
C 2.637 3.229 2.022
C 0.626 1.762 1.828
C -0.489 1.051 2.313
C -0.617 1.032 3.715
N -1.349 0.440 1.413
C -2.260 -0.637 1.887
C -1.486 -1.719 2.659
C -2.854 -1.371 0.670
C -3.458 -0.072 2.670
H 0.594 2.400 6.567
H 0.504 0.643 6.422
H -0.968 1.606 6.318
H 2.012 2.945 4.680
H 3.122 3.868 2.759
H 2.268 3.855 1.208
H 3.396 2.560 1.607
H 0.818 1.768 0.767
H -1.439 0.524 4.190
H -0.977 -1.349 3.544
H -0.730 -2.148 1.997
H -2.175 -2.510 2.964
H -3.381 -2.263 1.008
H -3.551 -0.740 0.126
H -2.042 -1.691 0.020
H -3.207 0.276 3.669
H -4.230 -0.840 2.765
H -3.872 0.768 2.109
```

Values from the calculation:
Energy relative to the best compared isomer or geometry (same formula, charge and spin)   145.6 kJ/mol
Net charge   -1
Electronic energy   -3395.13995 hartree
Multiplicity   2
E_HOMO (spin up / spin down)   -4.59 / -4.67 eV
Frontier orbital gap (spin up / spin down)   7.047 / 7.130 eV


2.
A structure of composition C18H35AgAs2N2O6Si2, computed with ωB97M-V/def2-TZVPD.

The geometry in XYZ format:
```
66
Properties=species:S:1:pos:R:3
Ag 0.078 0.006 0.024
O -1.136 3.596 6.220
C -0.625 4.109 5.202
O -0.212 5.269 5.015
C -0.478 3.150 3.992
C -0.884 1.824 4.084
C -0.732 0.989 2.994
N -0.190 1.391 1.840
C 0.213 2.664 1.745
C 0.072 3.569 2.787
C 0.925 3.064 0.454
O 1.023 4.270 0.194
O 1.398 2.105 -0.238
H -1.307 1.476 5.016
H -1.027 -0.053 3.034
H 0.405 4.589 2.672
C 3.060 1.142 2.733
As 3.074 -0.669 2.069
C 4.724 -1.424 2.759
C 3.383 -0.523 0.174
O 1.809 -1.597 2.549
H 4.064 1.455 3.018
H 2.388 1.202 3.587
H 2.690 1.783 1.935
H 5.581 -0.822 2.457
H 4.827 -2.438 2.374
H 4.660 -1.460 3.845
H 4.445 -0.327 0.009
H 2.803 0.314 -0.219
H 3.078 -1.449 -0.310
C -1.006 -3.194 2.019
Si -1.692 -3.072 0.275
C -2.167 -4.848 -0.195
C -3.313 -2.103 0.397
As -0.070 -2.199 -1.137
Si -1.422 -1.734 -2.973
C -2.634 -3.134 -3.385
C -0.326 -1.565 -4.495
C -2.443 -0.155 -2.848
H -1.736 -3.666 2.685
H -0.744 -2.213 2.415
H -0.080 -3.772 2.037
H -2.888 -5.249 0.525
H -1.277 -5.482 -0.178
H -2.603 -4.913 -1.193
H -3.987 -2.564 1.127
H -3.832 -2.052 -0.563
H -3.107 -1.079 0.717
H -2.115 -4.091 -3.478
H -3.127 -2.916 -4.338
H -3.409 -3.247 -2.623
H 0.253 -2.477 -4.657
H 0.360 -0.727 -4.362
H -0.932 -1.371 -5.387
H -3.072 -0.162 -1.956
H -3.078 -0.014 -3.729
H -1.755 0.690 -2.775
C -0.111 3.579 -4.689
C 0.580 2.770 -3.603
N 1.340 3.462 -2.726
O 0.448 1.557 -3.567
H 0.157 4.635 -4.678
H -1.188 3.478 -4.551
H 0.141 3.147 -5.657
H 1.192 4.455 -2.656
H 1.535 3.021 -1.815
```

Values from the calculation:
Energy relative to the best compared isomer or geometry (same formula, charge and spin)   7.8 kJ/mol
Net charge   -2
Electronic energy   -6465.56557 hartree
Multiplicity   1
E_HOMO   -2.34 eV
Frontier orbital gap   6.850 eV


3.
A structure of composition C18H35Al2Cl4FInMgNO7 at a distorted geometry, computed with ωB97M-V/def2-TZVPD.

The geometry in XYZ format:
```
70
Properties=species:S:1:pos:R:3
N -0.019 -3.962 -1.488
C -0.563 -3.191 -2.676
In -2.630 -2.421 -2.105
O -3.065 -0.369 -2.637
C -2.772 -2.921 0.002
C -2.318 -1.816 0.965
C -0.766 -1.647 0.890
C -0.369 -0.294 0.442
O -0.438 -0.254 -1.031
H -0.571 -3.715 -0.677
H 0.926 -3.609 -1.244
H 0.080 -2.331 -2.906
H -0.551 -3.811 -3.578
H -3.794 -3.357 -3.021
H -2.703 0.324 -2.065
H -3.811 -3.141 0.208
H -2.250 -3.860 0.157
H -2.622 -2.110 1.958
H -2.776 -0.869 0.717
H -0.299 -2.392 0.308
H -0.396 -1.696 1.908
H 0.696 -0.137 0.738
H -1.006 0.464 0.879
H 0.299 -0.828 -1.349
Al 1.018 -5.314 -2.517
C -1.600 2.306 2.662
O -2.309 1.348 2.347
O -1.952 3.513 2.624
O -0.395 2.220 3.042
Mg 0.855 1.325 -0.803
Cl -3.807 -0.180 -4.208
F 1.426 -2.069 -0.405
Al 2.829 -2.887 -3.282
C 1.361 -0.079 6.004
C 1.384 -0.004 4.619
C 2.442 -0.555 3.911
C 3.476 -1.186 4.587
C 3.454 -1.261 5.972
C 2.398 -0.706 6.681
H 0.538 0.354 6.556
H 0.577 0.485 4.090
H 2.465 -0.492 2.828
H 4.293 -1.615 4.034
H 4.261 -1.753 6.500
H 2.382 -0.761 7.761
C 6.476 0.636 4.009
Cl 7.776 1.633 4.651
Cl 6.315 0.877 2.254
Cl 6.734 -1.060 4.366
H 5.549 0.939 4.479
C 7.514 5.134 2.839
C 6.028 4.500 2.733
O 5.424 4.804 3.817
H 8.053 4.727 3.687
H 8.042 4.875 1.922
H 7.454 6.213 2.927
H 6.231 3.417 2.535
H 5.604 4.881 1.784
C -6.102 2.327 -7.313
C -6.444 0.979 -7.928
C -7.806 0.489 -7.468
O -5.439 0.017 -7.578
H -6.065 2.251 -6.221
H -5.119 2.662 -7.647
H -6.837 3.084 -7.582
H -6.431 1.060 -9.014
H -7.822 0.359 -6.382
H -8.034 -0.479 -7.912
H -8.593 1.191 -7.743
H -5.438 -0.065 -6.621
```

Values from the calculation:
Energy relative to the best compared isomer or geometry (same formula, charge and spin)   0.0 kJ/mol
Net charge   +2
Electronic energy   -4102.84441 hartree
Multiplicity   1
E_HOMO   -11.35 eV
Frontier orbital gap   1.952 eV


Question: The highest energy relative to the best compared isomer or geometry (same formula, charge and spin) belongs to which entry?
Answer: C18H34N6O11P2Ti